No. 1
{"formula": "C29H25AuN5O3S", "method": "the ωB97M-V functional and the def2-TZVPD basis", "lumo_ev": -3.776, "e_homo_ha": -0.41085, "charge": 1, "de_lowest_kcal_mol": 39.6, "multiplicity": 1, "symbols": ["Au", "O", "C", "O", "C", "C", "C", "C", "C", "N", "H", "H", "H", "H", "S", "C", "N", "C", "C", "C", "C", "H", "H", "H", "H", "H", "C", "N", "N", "C", "O", "C", "C", "C", "C", "C", "C", "C", "C", "C", "H", "H", "H", "H", "H", "H", "H", "H", "H", "H", "H", "H", "N", "C", "C", "C", "C", "C", "C", "C", "H", "H", "H", "H"], "positions_angstrom": [[-1.518, -0.355, 0.625], [0.229, -3.427, 3.111], [-0.345, -2.661, 2.350], [0.131, -1.810, 1.551], [-1.884, -2.763, 2.321], [-2.537, -3.765, 3.021], [-3.915, -3.853, 2.950], [-4.617, -2.930, 2.185], [-3.915, -1.950, 1.519], [-2.578, -1.883, 1.596], [-1.930, -4.446, 3.598], [-4.442, -4.633, 3.483], [-5.693, -2.963, 2.103], [-4.408, -1.202, 0.915], [-1.640, 0.725, 2.819], [-0.261, 1.758, 2.793], [-0.257, 2.850, 1.995], [0.738, 3.758, 1.947], [1.827, 3.614, 2.759], [1.879, 2.500, 3.607], [0.859, 1.577, 3.615], [-1.060, 2.940, 1.378], [0.603, 4.577, 1.256], [2.617, 4.350, 2.741], [2.733, 2.360, 4.258], [0.886, 0.702, 4.248], [3.039, 1.963, -2.491], [1.772, 2.349, -1.884], [1.016, 1.437, -1.172], [-0.236, 1.949, -1.021], [-1.202, 1.468, -0.321], [-0.270, 3.175, -1.718], [0.984, 3.369, -2.250], [1.490, 4.455, -3.132], [1.672, 0.369, -0.471], [1.645, -0.913, -0.993], [2.351, -1.912, -0.341], [3.082, -1.620, 0.799], [3.114, -0.327, 1.302], [2.407, 0.680, 0.666], [3.377, 1.038, -2.034], [3.780, 2.736, -2.303], [2.922, 1.813, -3.564], [-1.131, 3.812, -1.824], [0.728, 5.219, -3.255], [1.744, 4.062, -4.118], [2.385, 4.918, -2.716], [1.094, -1.117, -1.902], [2.318, -2.924, -0.719], [3.618, -2.409, 1.309], [3.693, -0.104, 2.188], [2.427, 1.701, 1.029], [-1.588, -4.035, -5.780], [-1.597, -3.476, -4.777], [-1.608, -2.764, -3.527], [-1.791, -1.384, -3.518], [-1.788, -0.694, -2.315], [-1.599, -1.381, -1.123], [-1.438, -2.760, -1.126], [-1.439, -3.452, -2.327], [-1.941, -0.857, -4.450], [-1.957, 0.374, -2.324], [-1.272, -3.304, -0.207], [-1.301, -4.525, -2.336]], "mulliken_charge": [1.016, -0.773, -0.060, -0.167, 0.778, -0.747, -0.311, -0.738, -0.372, 0.107, 0.570, 0.444, 0.442, 0.481, -0.374, 0.464, 0.141, -0.248, -0.754, -0.244, -0.834, 0.379, 0.477, 0.456, 0.443, 0.481, -1.026, -0.136, 1.427, 0.182, -0.915, -1.262, 0.862, -1.562, -1.214, 0.146, -0.849, -0.655, -0.777, 0.314, 0.400, 0.336, 0.374, 0.489, 0.391, 0.340, 0.321, 0.675, 0.395, 0.437, 0.402, 0.840, -0.472, -0.178, 0.493, -0.725, -0.365, 0.155, 0.064, -0.928, 0.502, 0.586, 0.380, 0.496]}

=====

No. 2
{"formula": "C29H25BBrN7OPtTe", "method": "the ωB97M-V functional and the def2-TZVPD basis", "lumo_ev": -1.575, "e_homo_ha": -0.24633, "multiplicity": 1, "symbols": ["Pt", "Br", "C", "C", "C", "C", "C", "C", "N", "N", "C", "C", "C", "C", "O", "C", "N", "C", "C", "C", "C", "H", "H", "H", "H", "H", "H", "H", "H", "H", "B", "N", "C", "C", "C", "N", "N", "C", "C", "C", "N", "H", "H", "H", "H", "H", "H", "H", "H", "C", "Te", "C", "C", "C", "C", "C", "C", "C", "H", "H", "H", "H", "H", "H", "H", "H"], "positions_angstrom": [[-0.419, -0.118, -0.693], [-5.618, 3.374, 4.664], [-4.131, 2.310, 5.177], [-4.312, 1.287, 6.104], [-3.241, 0.508, 6.472], [-1.971, 0.717, 5.890], [-1.811, 1.794, 4.981], [-2.881, 2.579, 4.632], [-0.975, -0.131, 6.192], [0.173, -0.102, 5.645], [0.527, -0.321, 4.401], [1.806, 0.102, 3.965], [2.072, 0.287, 2.638], [1.097, 0.026, 1.652], [1.247, 0.392, 0.412], [-0.088, -0.653, 2.048], [-0.941, -1.052, 1.059], [-2.069, -1.658, 1.403], [-2.392, -1.968, 2.718], [-1.539, -1.577, 3.735], [-0.381, -0.876, 3.417], [-5.291, 1.110, 6.528], [-3.360, -0.291, 7.188], [-0.831, 1.997, 4.572], [-2.761, 3.398, 3.938], [2.528, 0.376, 4.717], [3.011, 0.704, 2.312], [-2.750, -1.921, 0.605], [-3.317, -2.475, 2.940], [-1.756, -1.824, 4.762], [-2.460, 1.194, -3.238], [-2.520, -0.287, -2.813], [-3.294, -1.184, -3.425], [-3.121, -2.414, -2.816], [-2.197, -2.174, -1.812], [-1.864, -0.876, -1.821], [-1.187, 1.895, -2.710], [-0.935, 3.173, -2.993], [0.273, 3.530, -2.422], [0.710, 2.376, -1.792], [-0.178, 1.394, -1.996], [-2.416, 1.207, -4.429], [-3.416, 1.762, -2.806], [-3.915, -0.897, -4.248], [-3.598, -3.339, -3.066], [-1.748, -2.868, -1.127], [-1.631, 3.752, -3.564], [0.749, 4.489, -2.453], [1.604, 2.215, -1.224], [2.932, -2.722, -3.104], [2.264, -1.701, -1.287], [2.911, 0.002, -2.457], [3.969, -0.499, -3.377], [4.907, 0.363, -3.922], [5.873, -0.120, -4.787], [5.893, -1.466, -5.110], [4.952, -2.330, -4.572], [3.985, -1.852, -3.702], [2.089, -2.807, -3.790], [3.296, -3.723, -2.898], [3.279, 0.794, -1.812], [2.064, 0.383, -3.027], [4.880, 1.412, -3.660], [6.609, 0.553, -5.203], [6.647, -1.848, -5.783], [4.970, -3.381, -4.826]], "mulliken_charge": [0.827, -0.197, 0.133, -0.399, -0.226, 0.222, -0.224, -0.650, -0.775, -0.272, -0.205, -0.607, -0.794, 0.574, -0.470, 0.384, -0.652, 0.074, -1.225, -0.201, 0.424, 0.408, 0.477, 0.434, 0.418, 0.450, 0.473, 0.582, 0.416, 0.651, 0.216, 0.051, -0.282, -1.081, -0.239, -0.072, -0.053, -0.338, -1.270, -0.151, 0.134, -0.102, -0.112, 0.440, 0.424, 0.764, 0.442, 0.438, 0.597, -1.208, 0.211, -0.957, 0.594, -0.678, -0.580, -0.528, -0.711, 0.511, 0.361, 0.522, 0.564, 0.403, 0.438, 0.394, 0.385, 0.427]}

=====

| no. | frontier orbital gap (eV) | maximum force (hartree/bohr) |
| --- | --- | --- |
| 1 | 7.4 | 0.0117 |
| 2 | 5.1 | 0.0604 |